(1)
A structure of composition C25H52N12RuS, computed with ωB97M-V/def2-TZVPD.

Geometry as ORCA input:
```
! RIJCOSX wB97M-V def2-TZVPD def2/J DEFGRID3
* xyz 3 2
Ru -0.0654 -0.6908 -0.2706
C 0.4826 2.0805 0.1236
N -0.7284 2.3513 0.8692
C -0.5722 3.1528 2.0803
C -1.8481 1.6524 0.5812
N -1.7093 0.5245 -0.1071
C -2.7998 -0.0419 -0.8965
C -2.8785 -1.5183 -0.5649
N -1.4956 -2.1194 -0.4350
C -1.1585 -2.9056 -1.6473
C -1.0563 -1.9408 -2.8102
N -0.3006 -0.7224 -2.4287
C 0.0072 0.0578 -3.4718
N 1.0351 0.9387 -3.4601
C 0.9863 2.1774 -4.2360
C 2.2548 0.6922 -2.7092
N -0.6706 -0.0073 -4.6512
C -2.1221 -0.0236 -4.7797
C 0.0445 0.0099 -5.9298
C -1.4166 -2.9316 0.8140
C -1.3392 -1.9707 1.9798
N -0.1870 -1.0813 1.7504
C 0.4405 -0.6281 2.8451
N -0.2312 -0.3487 3.9688
C -1.6029 0.1449 3.9725
C 0.3633 -0.4897 5.3014
N 1.7985 -0.4717 2.8179
C 2.6127 -1.6793 2.6768
C 2.4454 0.5910 3.5803
N -3.0383 2.1528 0.9823
C -4.1374 1.3249 1.4641
C -3.3220 3.5909 0.9753
H 1.1938 2.8893 0.2891
H 1.0053 1.1585 0.4618
H 0.2635 2.0340 -0.9419
H 0.2195 2.7234 2.6977
H -0.3025 4.1794 1.8328
H -1.4908 3.1604 2.6556
H -3.7575 0.4433 -0.7328
H -2.5485 0.0919 -1.9456
H -3.3835 -1.6559 0.3887
H -3.4380 -2.0853 -1.3083
H -0.2196 -3.4224 -1.4620
H -1.9229 -3.6665 -1.8229
H -0.5735 -2.4415 -3.6516
H -2.0690 -1.7002 -3.1344
H -0.0389 2.4025 -4.5147
H 1.3612 2.9914 -3.6160
H 1.5965 2.1233 -5.1384
H 2.8490 -0.0973 -3.1746
H 2.8456 1.6045 -2.6818
H 2.0297 0.3925 -1.6959
H -2.5961 0.3570 -3.8779
H -2.3935 0.6499 -5.5931
H -2.5166 -1.0129 -5.0200
H 1.1066 -0.1550 -5.7704
H -0.3378 -0.8027 -6.5479
H -0.1013 0.9478 -6.4676
H -2.2777 -3.6001 0.8793
H -0.5079 -3.5313 0.7546
H -2.2712 -1.4033 2.0471
H -1.2294 -2.5206 2.9160
H -1.8776 0.4789 2.9760
H -2.3055 -0.6171 4.3142
H -1.6599 0.9921 4.6570
H 1.2571 -1.1035 5.2562
H 0.5991 0.4806 5.7394
H -0.3602 -0.9928 5.9419
H 2.1116 -2.3983 2.0355
H 3.5810 -1.4203 2.2511
H 2.7970 -2.1324 3.6556
H 1.7521 1.4115 3.7479
H 2.8333 0.2527 4.5432
H 3.2849 0.9664 2.9937
H -3.8027 0.3031 1.6279
H -4.4834 1.7272 2.4178
H -4.9853 1.3240 0.7767
H -2.5238 4.1314 0.4748
H -4.2495 3.7567 0.4269
H -3.4491 3.9804 1.9863
S 1.7879 -2.1968 -0.6562
C 3.2825 -1.4780 -0.2337
N 4.3921 -2.2437 -0.4487
C 5.6410 -1.8207 -0.1738
C 5.8101 -0.5690 0.3469
C 4.6485 0.1789 0.5490
N 3.4236 -0.2546 0.2768
H 4.2548 -3.1707 -0.8384
H 6.4466 -2.5101 -0.3874
H 6.7906 -0.1841 0.5809
H 4.7179 1.1835 0.9528
*
```

Frontier orbital gap (spin up / spin down)   8.0 / 7.1 eV
Energy above the lowest of the compared OMol25 structures with the same formula, charge and spin   0.00 kcal per mole
<S²>   0.756
Electronic energy   -58044.4810 eV
E_LUMO (spin up / spin down)   -0.304 / -0.339 Eh

***

(2)
A cluster of 3 separate species, C25H52NO5Si in total in a non-equilibrium geometry, computed with ωB97M-V/def2-TZVPD.

Geometry as ORCA input:
```
! RIJCOSX wB97M-V def2-TZVPD def2/J DEFGRID3
* xyz 1 1
C 4.8494 -1.1793 -1.3844
O 4.3621 0.0845 -0.9464
C 3.0358 0.3903 -1.3127
C 2.9657 1.6211 -2.2750
C 2.0132 2.6971 -1.6981
C 1.3601 3.5941 -2.7734
C -0.1000 3.2341 -3.1235
C -1.1628 3.9944 -2.3056
C -1.2919 3.6067 -0.8056
C -2.5734 2.8542 -0.4441
N -2.6094 1.4198 -0.8466
C -1.5568 0.7160 -1.2467
C -1.6388 -0.5858 -1.6424
C -2.8743 -1.2158 -1.6265
Si -2.9940 -3.0434 -2.2027
C -2.9232 -2.9652 -4.0969
C -1.5700 -4.0860 -1.5718
C -4.6921 -3.7564 -1.7769
C -3.9701 -0.4805 -1.1666
C -3.8024 0.8098 -0.7936
H 5.7175 -1.0296 -2.0345
H 4.0986 -1.8088 -1.8726
H 5.1896 -1.7294 -0.4969
H 2.5000 -0.4325 -1.8094
H 2.4851 0.5918 -0.3798
H 3.9911 1.9914 -2.3342
H 2.5902 1.2639 -3.2399
H 2.6038 3.3519 -1.0463
H 1.3062 2.1701 -1.0470
H 1.4423 4.6646 -2.5581
H 1.9391 3.4434 -3.6937
H -0.2461 3.5468 -4.1667
H -0.2519 2.1472 -3.1438
H -2.1418 3.8293 -2.7749
H -0.9208 5.0572 -2.3833
H -1.3309 4.5402 -0.2340
H -0.4416 3.0517 -0.4007
H -3.4335 3.3562 -0.8973
H -2.7527 2.8963 0.6359
H -0.5781 1.1787 -1.2673
H -0.7544 -1.1068 -1.9883
H -3.0324 -3.9499 -4.5522
H -3.6939 -2.2561 -4.4201
H -1.9628 -2.5018 -4.3618
H -1.4440 -4.9367 -2.2538
H -0.6067 -3.5628 -1.5446
H -1.7598 -4.5207 -0.5831
H -5.3465 -3.4747 -2.6145
H -4.6958 -4.8476 -1.7415
H -5.1306 -3.3003 -0.8831
H -4.9458 -0.9496 -1.1141
H -4.6609 1.3707 -0.4383
C 5.8426 6.7194 1.9700
O 5.7052 6.0372 3.2045
C 4.3673 6.0102 3.6776
C 3.7259 4.6593 3.4444
O 3.5268 4.4081 2.0579
C 4.4859 3.5129 1.5193
H 6.8533 6.5465 1.6037
H 5.1311 6.3527 1.2255
H 5.7015 7.7956 2.1136
H 3.7734 6.8048 3.2160
H 4.4045 6.1996 4.7550
H 2.7377 4.6536 3.9155
H 4.3233 3.8659 3.9024
H 4.3069 2.4996 1.8946
H 5.5062 3.8194 1.7594
H 4.3690 3.5084 0.4361
C -4.0992 -4.9440 2.7608
O -3.0710 -5.6619 2.1009
C -1.7895 -5.4296 2.6747
C -1.3487 -6.5904 3.5404
O -2.1495 -6.6977 4.7059
C -3.1042 -7.7446 4.6281
H -5.0548 -5.3022 2.3801
H -4.0705 -5.1011 3.8411
H -4.0142 -3.8724 2.5435
H -1.7824 -4.4971 3.2473
H -1.0817 -5.3221 1.8451
H -0.3215 -6.4093 3.8724
H -1.3597 -7.5235 2.9696
H -2.6058 -8.7171 4.6870
H -3.6910 -7.6876 3.7080
H -3.7763 -7.6462 5.4790
*
```

Frontier orbital gap   6.8 eV
Electronic energy   -46365.0657 eV
E_LUMO   -0.146 Eh

***

(3)
A structure of composition C25H53BrGeNO3PdSSi in a non-equilibrium geometry, computed with ωB97M-V/def2-TZVPD.

Geometry as ORCA input:
```
! RIJCOSX wB97M-V def2-TZVPD def2/J DEFGRID3
* xyz 1 1
Pd -1.7282 -1.1670 -1.0982
C -4.9264 -0.9152 -2.6927
C -4.6975 -1.4520 -1.2899
C -5.8815 -2.2288 -0.7611
O -3.5369 -2.3307 -1.4051
C -4.2521 -0.3330 -0.3589
O -4.9151 0.2037 0.4745
O -2.9909 0.1307 -0.5920
H -5.1118 -1.7417 -3.3756
H -4.0666 -0.3423 -3.0470
H -5.7951 -0.2582 -2.6938
H -6.0936 -3.0790 -1.4056
H -6.7523 -1.5765 -0.7357
H -5.7063 -2.5758 0.2580
H -3.5256 -2.9592 -0.6652
C 2.7471 1.0137 1.0607
C 2.1405 1.1083 2.4699
C 2.7252 2.3591 3.1577
C 2.6383 -0.1303 3.2300
Si 0.2295 1.2493 2.5001
Br -0.3168 -0.4921 0.9686
C -0.4873 2.8435 1.7546
C -0.4574 3.9475 2.8317
C 0.3362 3.3197 0.5488
C -1.9333 2.6875 1.2643
C -0.6113 0.6089 4.0880
C 0.0171 1.3461 5.2890
C -2.1196 0.9025 4.0848
C -0.4633 -0.9039 4.3209
H 3.8351 0.9925 1.1641
H 2.4971 1.8512 0.4141
H 2.4521 0.0910 0.5598
H 3.8086 2.2370 3.2349
H 2.3463 2.5089 4.1686
H 2.5425 3.2701 2.5896
H 3.7286 -0.1624 3.1556
H 2.2548 -1.0596 2.8053
H 2.3917 -0.1132 4.2897
H 0.5384 4.1447 3.2284
H -1.1184 3.7272 3.6688
H -0.8146 4.8749 2.3769
H 1.3577 3.5940 0.8055
H -0.1438 4.2107 0.1366
H 0.3667 2.5696 -0.2451
H -2.6381 2.4225 2.0473
H -2.0227 1.9476 0.4728
H -2.2534 3.6494 0.8545
H -0.0491 2.4318 5.2093
H 1.0618 1.0828 5.4471
H -0.5280 1.0561 6.1910
H -2.3465 1.9671 4.1054
H -2.5538 0.4622 4.9857
H -2.6273 0.4604 3.2259
H 0.5665 -1.2491 4.3473
H -0.9976 -1.4850 3.5708
H -0.9101 -1.1364 5.2905
C -1.1763 0.5984 -5.5528
C 0.0058 0.0459 -4.7720
C 0.0484 0.5536 -3.3364
C 1.2143 -0.0053 -2.5209
Ge 1.2795 -1.9381 -2.2825
C 2.4063 -2.9338 -3.5058
C 3.8932 -2.5832 -3.3501
C 4.3717 -2.4759 -1.9066
C 5.8671 -2.2143 -1.8127
H -1.1603 0.2664 -6.5896
H -1.1692 1.6890 -5.5523
H -2.1240 0.2760 -5.1162
H 0.9445 0.3075 -5.2691
H -0.0371 -1.0516 -4.7818
H -0.9202 0.3211 -2.8579
H 0.1009 1.6452 -3.3310
H 1.2530 0.4469 -1.5279
H 2.1561 0.2333 -3.0265
H 1.3768 -2.4195 -0.8349
H 2.0696 -2.7369 -4.5256
H 2.2171 -3.9906 -3.3051
H 4.1027 -1.6414 -3.8652
H 4.4832 -3.3446 -3.8662
H 4.1172 -3.3925 -1.3659
H 3.8409 -1.6620 -1.3913
H 6.4352 -3.0483 -2.2256
H 6.1864 -2.0765 -0.7808
H 6.1441 -1.3191 -2.3713
S -0.9007 -2.8332 -2.7819
C -1.0494 -3.8289 -1.4123
N -1.1863 -4.4681 -0.4626
*
```

Frontier orbital gap   7.1 eV
Energy above the lowest of the compared OMol25 structures with the same formula, charge and spin   28.87 kcal per mole
Electronic energy   -183163.9176 eV
E_LUMO   -0.191 Eh